Molecular formula: C50H117N5O10
Method: DFT, ωB97M-V/def2-TZVPD

Output
Relative energy (zero: lowest compared OMol25 entry of this formula, charge and spin) = 1.766 eV
F_max = 3.54 eV/Å
Kohn-Sham gap = 8.90 eV
SMILES = CC1(C)CCCC(C)(C)N1O.CC1(C)CCCC(C)(C)N1O.CC1(C)CCCC(C)(C)N1O.CC1(C)CCCC(C)(C)N1O.COC[C@H](C)N.CCO.CCO.CCO.CCO.CCO

Bonds (Å) are listed after each position.
Geometry (Å):
1 C 0.314 -4.296 -4.522  C2 1.548, H12 1.092, H13 1.091, H14 1.105
2 C 0.539 -2.885 -5.117  C1 1.548, C3 1.574, C4 1.531, N10 1.467
3 C 0.134 -2.919 -6.637  C2 1.574, H15 1.117, H16 1.086, H17 1.083
4 C -0.383 -1.828 -4.503  C2 1.531, C5 1.496, H18 1.082, H19 1.094
5 C 0.026 -1.585 -3.085  C4 1.496, C6 1.550, H20 1.073, H21 1.068
6 C 1.482 -1.059 -3.154  C5 1.550, C7 1.506, H22 1.089, H23 1.121
7 C 2.482 -2.011 -3.757  C6 1.506, C8 1.570, C9 1.578, N10 1.468
8 C 3.783 -1.164 -3.990  C7 1.570, H24 1.068, H25 1.065, H26 1.065
9 C 2.868 -3.233 -2.836  C7 1.578, H27 1.129, H28 1.103, H29 1.116
10 N 1.919 -2.390 -5.059  C2 1.467, C7 1.468, O11 1.444
11 O 2.740 -3.349 -5.759  N10 1.444, H30 0.987
12 H -0.638 -4.688 -4.886  C1 1.092
13 H 1.111 -4.933 -4.911  C1 1.091
14 H 0.347 -4.312 -3.417  C1 1.105
15 H 0.936 -3.472 -7.183  C3 1.117
16 H -0.823 -3.421 -6.743  C3 1.086
17 H -0.027 -1.903 -6.974  C3 1.083
18 H -0.281 -0.873 -5.002  C4 1.082
19 H -1.406 -2.204 -4.589  C4 1.094
20 H -0.619 -0.912 -2.556  C5 1.073
21 H 0.011 -2.478 -2.500  C5 1.068
22 H 1.746 -0.805 -2.129  C6 1.089
23 H 1.470 -0.116 -3.759  C6 1.121
24 H 3.969 -0.376 -3.293  C8 1.068
25 H 3.690 -0.762 -4.972  C8 1.065
26 H 4.605 -1.841 -3.999  C8 1.065
27 H 1.978 -3.749 -2.372  C9 1.129
28 H 3.396 -2.858 -1.943  C9 1.103
29 H 3.562 -3.879 -3.425  C9 1.116
30 H 3.483 -2.792 -6.094  O11 0.987
31 C -4.429 0.964 -0.358  C32 1.552, H42 1.114, H43 1.116, H44 1.121
32 C -4.639 2.267 -1.174  C31 1.552, C33 1.545, C34 1.539, N40 1.461
33 C -3.987 1.929 -2.533  C32 1.545, H45 1.092, H46 1.081, H47 1.109
34 C -6.148 2.456 -1.413  C32 1.539, C35 1.499, H48 1.101, H49 1.102
35 C -6.530 3.762 -2.044  C34 1.499, C36 1.547, H50 1.097, H51 1.086
36 C -6.011 4.901 -1.135  C35 1.547, C37 1.553, H52 1.089, H53 1.081
37 C -4.477 4.866 -0.894  C36 1.553, C38 1.502, C39 1.575, N40 1.524
38 C -3.720 5.307 -2.114  C37 1.502, H54 1.062, H55 1.055, H56 1.101
39 C -4.132 5.833 0.301  C37 1.575, H57 1.074, H58 1.083, H59 1.083
40 N -4.122 3.443 -0.478  C32 1.461, C37 1.524, O41 1.420
41 O -2.713 3.279 -0.403  N40 1.420, H60 0.970
42 H -4.823 0.119 -0.967  C31 1.114
43 H -3.345 0.725 -0.239  C31 1.116
44 H -5.042 1.067 0.575  C31 1.121
45 H -4.567 1.179 -3.075  C33 1.092
46 H -3.861 2.756 -3.217  C33 1.081
47 H -2.958 1.564 -2.338  C33 1.109
48 H -6.539 1.645 -2.045  C34 1.101
49 H -6.618 2.345 -0.422  C34 1.102
50 H -6.197 3.965 -3.069  C35 1.097
51 H -7.605 3.842 -2.177  C35 1.086
52 H -6.562 4.819 -0.200  C36 1.089
53 H -6.308 5.870 -1.512  C36 1.081
54 H -3.962 6.317 -2.337  C38 1.062
55 H -3.852 4.764 -3.008  C38 1.055
56 H -2.625 5.276 -2.004  C38 1.101
57 H -3.089 5.855 0.553  C39 1.074
58 H -4.804 5.638 1.128  C39 1.083
59 H -4.384 6.856 0.048  C39 1.083
60 H -2.432 3.263 -1.331  O41 0.970
61 C 0.281 4.977 -3.574  C62 1.517, H72 1.045, H73 1.131, H74 1.106
62 C 0.584 3.492 -3.643  C61 1.517, C63 1.535, C64 1.555, N70 1.442
63 C -0.691 2.753 -4.071  C62 1.535, H75 1.092, H76 1.129, H77 1.123
64 C 1.613 3.140 -4.755  C62 1.555, C65 1.515, H78 1.077, H79 1.118
65 C 2.978 3.618 -4.305  C64 1.515, C66 1.503, H80 1.107, H81 1.070
66 C 3.354 2.988 -2.994  C65 1.503, C67 1.520, H82 1.098, H83 1.090
67 C 2.388 3.194 -1.838  C66 1.520, C68 1.533, C69 1.537, N70 1.526
68 C 2.594 2.221 -0.672  C67 1.533, H84 1.079, H85 1.086, H86 1.085
69 C 2.461 4.625 -1.282  C67 1.537, H87 1.113, H88 1.086, H89 1.092
70 N 1.030 2.839 -2.437  C62 1.442, C67 1.526, O71 1.437
71 O 0.082 3.068 -1.381  N70 1.437, H90 1.013
72 H 1.185 5.484 -3.705  C61 1.045
73 H -0.369 5.295 -4.443  C61 1.131
74 H -0.177 5.012 -2.568  C61 1.106
75 H -1.463 2.979 -3.334  C63 1.092
76 H -0.872 3.065 -5.140  C63 1.129
77 H -0.490 1.648 -4.046  C63 1.123
78 H 1.504 2.093 -4.983  C64 1.077
79 H 1.341 3.608 -5.733  C64 1.118
80 H 3.690 3.480 -5.142  C65 1.107
81 H 2.855 4.681 -4.279  C65 1.070
82 H 4.299 3.467 -2.708  C66 1.098
83 H 3.563 1.924 -3.108  C66 1.090
84 H 2.017 1.354 -0.953  C68 1.079
85 H 2.328 2.641 0.294  C68 1.086
86 H 3.625 1.924 -0.509  C68 1.085
87 H 1.653 4.844 -0.550  C69 1.113
88 H 2.351 5.373 -2.062  C69 1.086
89 H 3.444 4.779 -0.832  C69 1.092
90 H -0.342 2.151 -1.304  O71 1.013
91 C 5.246 -0.645 0.067  C92 1.573, H102 1.136, H103 1.107, H104 1.079
92 C 5.921 -1.168 1.389  C91 1.573, C93 1.501, C94 1.559, N100 1.517
93 C 7.401 -0.961 1.250  C92 1.501, H105 1.143, H106 1.092, H107 1.075
94 C 5.383 -0.429 2.652  C92 1.559, C95 1.510, H108 1.147, H109 1.104
95 C 4.029 -0.835 3.183  C94 1.510, C96 1.581, H110 1.094, H111 1.062
96 C 4.003 -2.393 3.452  C95 1.581, C97 1.566, H112 1.113, H113 1.109
97 C 4.380 -3.180 2.151  C96 1.566, C98 1.510, C99 1.533, N100 1.446
98 C 4.656 -4.619 2.515  C97 1.510, H114 1.061, H115 1.081, H116 1.049
99 C 3.179 -3.142 1.199  C97 1.533, H117 1.114, H118 1.060, H119 1.090
100 N 5.644 -2.620 1.728  C92 1.517, C97 1.446, O101 1.430
101 O 6.151 -3.368 0.619  N100 1.430, H120 0.970
102 H 4.119 -0.505 0.033  C91 1.136
103 H 5.782 0.287 -0.197  C91 1.107
104 H 5.516 -1.316 -0.734  C91 1.079
105 H 7.516 0.175 1.200  C93 1.143
106 H 8.039 -1.421 2.008  C93 1.092
107 H 7.664 -1.424 0.316  C93 1.075
108 H 6.234 -0.579 3.406  C94 1.147
109 H 5.461 0.623 2.325  C94 1.104
110 H 3.708 -0.313 4.090  C95 1.094
111 H 3.313 -0.582 2.440  C95 1.062
112 H 2.978 -2.610 3.828  C96 1.113
113 H 4.824 -2.676 4.141  C96 1.109
114 H 3.800 -4.926 3.061  C98 1.061
115 H 5.502 -4.787 3.167  C98 1.081
116 H 4.673 -5.249 1.677  C98 1.049
117 H 2.942 -2.158 0.732  C99 1.114
118 H 2.316 -3.540 1.667  C99 1.060
119 H 3.312 -3.822 0.357  C99 1.090
120 H 6.848 -3.903 1.029  O101 0.970
121 C -1.646 -5.369 6.860  O122 1.421, H127 1.075, H128 1.112, H129 1.099
122 O -2.868 -5.106 6.183  C121 1.421, C123 1.424
123 C -3.191 -3.726 6.043  O122 1.424, C124 1.533, H130 1.088, H131 1.082
124 C -3.117 -3.292 4.574  C123 1.533, C125 1.543, N126 1.486, H132 1.119
125 C -3.596 -1.840 4.368  C124 1.543, H133 1.084, H134 1.107, H135 1.138
126 N -4.048 -4.187 3.838  C124 1.486, H136 1.040, H137 0.997
127 H -1.877 -5.506 7.901  C121 1.075
128 H -0.874 -4.579 6.735  C121 1.112
129 H -1.171 -6.243 6.391  C121 1.099
130 H -4.185 -3.557 6.451  C123 1.088
131 H -2.540 -3.217 6.740  C123 1.082
132 H -2.093 -3.429 4.144  C124 1.119
133 H -2.807 -1.177 4.703  C125 1.084
134 H -4.515 -1.730 4.975  C125 1.107
135 H -3.858 -1.617 3.283  C125 1.138
136 H -5.045 -4.034 4.092  N126 1.040
137 H -3.824 -5.135 4.046  N126 0.997
138 C -2.244 -5.289 -0.844  C139 1.542, H141 1.133, H142 1.092, H143 1.089
139 C -3.004 -5.345 0.497  C138 1.542, O140 1.507, H144 1.063, H145 1.118
140 O -3.373 -3.930 0.864  C139 1.507, H146 0.985
141 H -1.253 -4.746 -0.770  C138 1.133
142 H -2.800 -4.752 -1.614  C138 1.092
143 H -2.034 -6.297 -1.199  C138 1.089
144 H -2.430 -5.822 1.253  C139 1.063
145 H -3.982 -5.847 0.292  C139 1.118
146 H -3.560 -3.993 1.829  O140 0.985
147 C 0.992 -0.961 5.638  C148 1.483, H150 1.088, H151 1.070, H152 1.117
148 C 0.178 -1.381 4.472  C147 1.483, O149 1.404, H153 1.106, H154 1.105
149 O 0.378 -0.386 3.502  C148 1.404, H155 0.956
150 H 1.101 -1.829 6.285  C147 1.088
151 H 0.474 -0.120 6.050  C147 1.070
152 H 2.008 -0.608 5.336  C147 1.117
153 H -0.892 -1.446 4.744  C148 1.106
154 H 0.543 -2.373 4.151  C148 1.105
155 H -0.125 -0.621 2.724  O149 0.956
156 C -3.074 2.254 2.903  C157 1.542, H159 1.049, H160 1.049, H161 1.052
157 C -4.338 2.959 3.434  C156 1.542, O158 1.427, H162 1.044, H163 1.105
158 O -5.453 2.903 2.546  C157 1.427, H164 0.980
159 H -2.421 2.201 3.722  C156 1.049
160 H -2.630 2.683 2.056  C156 1.049
161 H -3.390 1.294 2.612  C156 1.052
162 H -4.119 3.961 3.630  C157 1.044
163 H -4.719 2.505 4.366  C157 1.105
164 H -5.114 3.331 1.732  O158 0.980
165 C -0.255 -0.065 0.002  C166 1.491, H168 1.088, H169 1.095, H170 1.082
166 C -0.609 -1.511 0.090  C165 1.491, O167 1.463, H171 1.097, H172 1.095
167 O -1.092 -1.826 1.435  C166 1.463, H173 0.970
168 H 0.282 0.050 -0.937  C165 1.088
169 H 0.372 0.198 0.861  C165 1.095
170 H -1.064 0.650 0.052  C165 1.082
171 H 0.314 -2.088 -0.049  C166 1.097
172 H -1.373 -1.750 -0.658  C166 1.095
173 H -1.851 -2.428 1.379  O167 0.970
174 C 0.723 3.908 3.888  C175 1.481, H177 1.103, H178 1.101, H179 1.102
175 C 2.040 3.247 4.036  C174 1.481, O176 1.420, H180 1.096, H181 1.106
176 O 2.152 2.196 3.088  C175 1.420, H182 0.983
177 H 0.518 4.756 4.563  C174 1.103
178 H -0.100 3.203 4.082  C174 1.101
179 H 0.594 4.248 2.848  C174 1.102
180 H 2.187 2.789 5.021  C175 1.096
181 H 2.817 3.997 3.794  C175 1.106
182 H 1.597 1.419 3.322  O176 0.983


Molecular formula: C3H7NO2
Method: DFT, ωB97M-V/def2-TZVPD

Output
Relative energy (zero: lowest compared OMol25 entry of this formula, charge and spin) = 0.581 eV
F_max = 0.41 eV/Å
Kohn-Sham gap = 10.63 eV
SMILES = CNC(=O)OC

Bonds (Å) are listed after each position.
Geometry (Å):
1 C 1.672 -1.126 0.327  N2 1.449, H7 1.097, H8 1.095, H9 1.091
2 N 0.704 -0.412 1.135  C1 1.449, C3 1.359, H10 1.008
3 C -0.342 0.314 0.661  N2 1.359, O4 1.215, O5 1.353
4 O -1.061 1.020 1.340  C3 1.215
5 O -0.500 0.155 -0.674  C3 1.353, C6 1.426
6 C -1.578 0.922 -1.206  O5 1.426, H11 1.092, H12 1.091, H13 1.094
7 H 1.617 -2.210 0.483  C1 1.097
8 H 2.684 -0.782 0.566  C1 1.095
9 H 1.479 -0.916 -0.727  C1 1.091
10 H 0.865 -0.300 2.124  N2 1.008
11 H -2.484 0.750 -0.621  C6 1.092
12 H -1.713 0.594 -2.238  C6 1.091
13 H -1.342 1.989 -1.172  C6 1.094


Molecular formula: C3H6FNO
Method: DFT, ωB97M-V/def2-TZVPD

Output
Relative energy (zero: lowest compared OMol25 entry of this formula, charge and spin) = 7.026 eV
F_max = 3.79 eV/Å
Kohn-Sham gap (spin up / spin down) = 8.63 / 8.53 eV

Bonds (Å) are listed after each position.
Geometry (Å):
1 C -0.316 1.813 -1.228  O5 1.219, H7 1.051, H12 1.058
2 C 0.818 -1.565 0.487  N4 1.485, H8 1.085, H9 1.047, H10 1.105
3 C 0.023 0.499 1.119  N4 1.260, H11 1.060
4 N -0.196 -0.486 0.364  C2 1.485, C3 1.260
5 O 0.198 2.744 -1.825  C1 1.219
6 F -1.799 -1.365 0.152  no bonds
7 H -0.106 1.650 -0.211  C1 1.051
8 H 1.418 -1.354 -0.393  C2 1.085
9 H 1.346 -1.443 1.382  C2 1.047
10 H 0.397 -2.585 0.446  C2 1.105
11 H -0.860 1.038 1.350  C3 1.060
12 H -0.923 1.052 -1.643  C1 1.058